A molecular structure, C9H17IrN3OS3SbSe2 at a distorted geometry. Source: OMol25; level of theory: ωB97M-V/def2-TZVPD.

The geometry in ORCA input format:
```
! RIJCOSX wB97M-V def2-TZVPD def2/J DEFGRID3
* xyz 1 6
Ir 7.34 11.27 5.98
C 12.46 9.02 7.93
Se 11.14 8.67 6.61
C 10.98 10.44 5.83
C 10.57 11.63 6.76
Se 9.16 11.03 7.97
C 9.19 12.57 9.17
H 11.83 9.41 8.70
H 13.30 9.66 7.71
H 12.67 7.97 8.32
H 10.18 10.33 5.06
H 11.83 10.72 5.30
H 10.49 12.52 6.17
H 11.32 11.92 7.49
H 8.81 13.52 8.70
H 10.27 12.63 9.40
H 8.60 12.28 10.07
S 5.61 12.87 6.80
Sb 5.73 13.21 4.34
S 4.57 11.14 4.57
S 8.33 12.47 4.33
C 5.80 7.39 8.92
N 6.47 7.51 7.65
C 6.88 6.49 6.81
C 7.30 6.71 5.53
C 7.58 8.08 5.18
N 7.25 9.07 5.97
C 6.64 8.81 7.23
O 6.41 9.79 7.93
N 8.11 8.31 3.99
H 6.30 8.03 9.66
H 5.86 6.35 9.23
H 4.79 7.72 8.86
H 6.84 5.55 7.35
H 7.37 5.84 4.93
H 8.51 7.62 3.42
H 8.28 9.23 3.65
*
```

Results
<S²>: 8.789
DFT total energy, hartree: -6934.38191
E_HOMO (alpha / beta), eV: -10.686 / -10.974

These are the Mulliken partial charges, in e, on atoms 1 to 5: atom 1 (Ir): 1.49, atom 2 (C): -0.90, atom 3 (Se): 0.03, atom 4 (C): -0.47, atom 5 (C): -1.03

2 unconnected molecules or ions with the total composition C4H10N2OS at a distorted geometry. Source: OMol25; level of theory: ωB97M-V/def2-TZVPD.

The geometry in ORCA input format:
```
! RIJCOSX wB97M-V def2-TZVPD def2/J DEFGRID3
* xyz 0 1
O -0.38 -1.95 -1.41
C -0.32 -0.73 -1.14
N -0.08 -0.20 0.02
C -0.51 1.02 0.78
C 0.57 1.42 1.69
S 0.73 -0.02 2.91
C -0.49 0.33 -2.21
N -0.38 -0.08 -3.60
H 0.03 -0.93 0.74
H -1.58 0.97 1.16
H -0.48 1.85 0.14
H 0.13 2.25 2.32
H 1.54 1.50 1.00
H 1.73 -0.56 1.32
H 0.33 1.06 -1.73
H -1.70 0.67 -2.11
H 0.36 -0.76 -3.79
H -1.30 -0.44 -3.95
*
```

Results
DFT total energy, hartree: -741.19347
Energy above the lowest of the compared OMol25 structures with the same formula, charge and spin, kcal/mol: 115.8
E_HOMO, eV: -9.186

These are the Mulliken partial charges, in e, on atoms 1 to 5: atom 1 (O): -0.68, atom 2 (C): 0.22, atom 3 (N): -0.11, atom 4 (C): -0.24, atom 5 (C): -0.92

A molecular structure, C65H128Cl6N7O7 at a distorted geometry. Source: OMol25; level of theory: ωB97M-V/def2-TZVPD.

The geometry in ORCA input format:
```
! RIJCOSX wB97M-V def2-TZVPD def2/J DEFGRID3
* xyz 0 8
C -4.29 -3.86 3.25
Cl -5.81 -4.58 2.71
Cl -3.44 -4.96 4.35
Cl -4.53 -2.47 4.25
H -3.63 -3.57 2.43
C -6.96 -1.95 0.39
Cl -8.09 -1.03 -0.79
Cl -6.56 -1.02 1.91
Cl -5.48 -2.46 -0.49
H -7.60 -2.75 0.77
C -2.13 -5.07 -3.30
C -1.51 -6.38 -2.69
C -2.65 -7.06 -1.82
C -3.65 -7.87 -2.63
C -2.90 -8.96 -3.34
C -1.86 -8.36 -4.28
N -0.93 -7.35 -3.70
O 0.18 -6.80 -4.50
C -0.94 -9.58 -4.53
C -2.52 -7.87 -5.54
C -0.42 -5.99 -1.76
H -2.85 -5.27 -4.09
H -1.38 -4.38 -3.70
H -2.45 -4.56 -2.39
H -2.24 -7.50 -0.91
H -3.22 -6.27 -1.34
H -4.24 -7.22 -3.27
H -4.32 -8.33 -1.91
H -3.61 -9.57 -3.90
H -2.51 -9.72 -2.66
H -1.49 -10.49 -4.73
H -0.26 -9.37 -5.35
H -0.36 -9.81 -3.63
H -3.33 -7.21 -5.25
H -1.97 -7.09 -6.06
H -2.73 -8.61 -6.31
H 0.07 -6.81 -1.23
H -0.72 -5.17 -1.12
H 0.35 -5.42 -2.29
C 3.64 -4.21 2.58
C 4.77 -4.71 3.51
C 4.25 -5.98 4.20
C 4.28 -7.17 3.22
C 5.67 -7.50 2.66
C 6.25 -6.24 1.96
N 6.07 -5.03 2.84
O 6.67 -3.82 2.25
C 7.70 -6.67 1.83
C 5.74 -6.10 0.52
C 4.94 -3.74 4.66
H 2.86 -3.66 3.10
H 3.10 -4.96 2.01
H 4.00 -3.51 1.83
H 4.72 -6.23 5.15
H 3.19 -5.90 4.47
H 3.64 -6.85 2.39
H 3.83 -8.07 3.64
H 5.75 -8.31 1.94
H 6.23 -7.77 3.56
H 8.14 -6.94 2.79
H 7.78 -7.44 1.06
H 8.36 -5.89 1.45
H 5.99 -6.95 -0.11
H 4.69 -5.82 0.38
H 6.33 -5.44 -0.12
H 3.97 -3.61 5.14
H 5.25 -2.79 4.23
H 5.69 -4.13 5.35
C 2.57 1.16 3.96
C 2.18 0.51 5.31
C 1.77 1.76 6.13
C 1.08 1.29 7.39
C -0.12 0.46 7.14
C 0.21 -0.81 6.36
N 1.05 -0.42 5.13
O 1.38 -1.62 4.37
C 0.88 -1.76 7.42
C -1.14 -1.36 5.92
C 3.48 -0.08 5.90
H 1.77 1.65 3.40
H 2.90 0.43 3.22
H 3.45 1.80 4.00
H 2.58 2.41 6.44
H 1.19 2.29 5.38
H 0.85 2.13 8.04
H 1.72 0.82 8.14
H -0.87 1.10 6.68
H -0.45 0.09 8.12
H 0.96 -2.78 7.04
H 1.82 -1.51 7.91
H 0.23 -1.98 8.27
H -1.91 -0.68 5.53
H -0.96 -2.11 5.15
H -1.71 -1.80 6.74
H 3.73 0.37 6.85
H 4.31 0.19 5.24
H 3.33 -1.15 5.97
C -3.97 3.98 -1.83
C -5.19 4.56 -2.45
C -5.65 3.53 -3.48
C -6.57 2.51 -2.90
C -7.68 3.24 -2.19
C -7.26 4.15 -1.00
N -6.25 5.12 -1.54
O -5.84 6.21 -0.67
C -8.55 4.79 -0.46
C -6.60 3.26 0.08
C -4.82 5.74 -3.38
H -3.63 4.84 -1.27
H -3.17 3.53 -2.42
H -4.26 3.20 -1.13
H -6.08 4.00 -4.36
H -4.81 3.00 -3.92
H -5.95 1.84 -2.29
H -6.92 1.85 -3.69
H -8.24 2.37 -1.84
H -8.15 3.82 -2.98
H -9.46 4.18 -0.42
H -8.37 5.19 0.54
H -8.82 5.67 -1.04
H -7.29 3.08 0.91
H -6.46 2.22 -0.19
H -5.65 3.64 0.46
H -4.18 5.51 -4.23
H -4.44 6.62 -2.86
H -5.75 6.15 -3.78
C 2.46 4.96 -5.79
C 3.57 4.09 -5.20
C 4.75 5.07 -4.99
C 5.96 4.32 -4.42
C 5.61 3.63 -3.08
C 4.25 2.90 -3.02
N 3.23 3.59 -3.85
O 1.86 3.05 -3.81
C 4.46 1.45 -3.60
C 3.85 2.76 -1.47
C 3.89 3.00 -6.26
H 1.95 5.53 -5.02
H 1.66 4.45 -6.33
H 2.81 5.73 -6.48
H 5.15 5.54 -5.88
H 4.43 5.82 -4.27
H 6.80 4.96 -4.14
H 6.30 3.56 -5.13
H 5.58 4.43 -2.33
H 6.53 3.07 -2.93
H 5.17 0.91 -2.98
H 3.55 0.85 -3.61
H 4.74 1.33 -4.64
H 4.03 3.62 -0.82
H 2.86 2.31 -1.37
H 4.51 2.08 -0.92
H 3.72 3.42 -7.26
H 3.17 2.19 -6.21
H 4.88 2.56 -6.14
C -0.06 5.54 -1.91
C 0.86 6.39 -0.95
C 0.62 7.84 -1.29
C -0.73 8.40 -0.90
C -0.77 8.24 0.59
C -0.67 6.77 1.14
N 0.57 6.11 0.52
O 0.83 4.65 1.02
C -0.47 7.00 2.61
C -1.98 6.00 0.98
C 2.33 6.13 -1.34
H -1.12 5.76 -1.83
H -0.03 4.49 -1.62
H 0.13 5.46 -2.98
H 1.47 8.39 -0.88
H 0.84 8.03 -2.34
H -1.54 7.82 -1.33
H -0.82 9.39 -1.34
H -1.66 8.71 1.00
H 0.10 8.77 0.98
H 0.38 7.66 2.80
H -1.35 7.49 3.02
H -0.29 6.05 3.10
H -2.43 6.30 0.03
H -1.99 4.92 1.11
H -2.71 6.17 1.77
H 2.51 5.06 -1.42
H 3.10 6.48 -0.65
H 2.57 6.41 -2.37
C 0.56 -2.43 -1.19
C 0.34 -1.09 -0.42
C 0.42 0.01 -1.42
C -0.20 1.40 -0.97
C -1.55 1.13 -0.43
C -1.69 0.05 0.72
N -0.99 -1.20 0.31
O -1.26 -2.34 1.13
C -1.06 0.66 2.02
C -3.24 -0.06 0.97
C 1.56 -1.01 0.60
H 0.71 -3.33 -0.58
H 1.26 -2.38 -2.02
H -0.41 -2.63 -1.64
H 1.47 0.16 -1.68
H -0.07 -0.24 -2.36
H -0.28 1.99 -1.89
H 0.42 1.97 -0.29
H -2.36 0.91 -1.11
H -1.96 2.09 -0.10
H -0.95 -0.16 2.74
H -0.04 1.00 1.83
H -1.54 1.45 2.59
H -3.73 -0.43 0.06
H -3.57 -0.85 1.65
H -3.69 0.83 1.41
H 1.32 -1.32 1.62
H 2.01 -0.02 0.75
H 2.32 -1.75 0.33
*
```

Results
<S²>: 15.789
DFT total energy, hartree: -6223.74173
E_HOMO (alpha / beta), eV: -8.597 / -9.614

These are the Mulliken partial charges, in e, on atoms 1 to 5: atom 1 (C): 0.58, atom 2 (Cl): -0.13, atom 3 (Cl): -0.15, atom 4 (Cl): -0.14, atom 5 (H): -0.18